No. 1
Below is one molecule with the formula C8H8N4, with properties calculated with ωB97M-V/def2-TZVPD.

As for the lowest unoccupied orbital energy (spin up / spin down): 0.58 / -1.71 eV. The expectation value of S² is 2.02. As for the HOMO energy (spin up / spin down): -6.722 / -8.468 eV. For the HOMO-LUMO gap (spin up / spin down), the calculation gives 7.30 / 6.76 eV.

ORCA input file:
```
! RIJCOSX wB97M-V def2-TZVPD def2/J DEFGRID3
* xyz 0 3
C 1.259 -1.431 1.553
C 0.086 -1.885 1.037
C 1.614 -0.059 1.382
C 0.657 2.006 0.096
C 0.311 1.756 -1.190
C 0.599 0.905 1.071
C -0.928 -0.929 0.665
C -0.723 0.376 1.006
N -1.957 -1.223 -0.198
N 0.233 0.405 -1.661
N -1.963 -0.524 -1.330
N -1.108 0.057 -2.118
H 2.087 -2.073 1.739
H -0.099 -2.936 0.713
H 2.660 0.106 1.310
H 0.850 3.030 0.357
H -0.005 2.466 -1.961
H -1.506 0.991 0.730
H 0.772 -0.412 -1.341
H -2.838 -0.624 -1.862
*
```

No. 2
Below is a 2-piece molecular cluster, C8H8N4O4 overall, with properties calculated with ωB97M-V/def2-TZVPD.

As for the lowest unoccupied orbital energy: 0.22 eV. As for the HOMO energy: -9.525 eV. For the HOMO-LUMO gap, the calculation gives 9.74 eV.

ORCA input file:
```
! RIJCOSX wB97M-V def2-TZVPD def2/J DEFGRID3
* xyz 0 1
C 3.914 2.846 -2.168
C 5.216 2.762 -1.532
C 5.613 1.563 -1.026
C 3.331 0.727 -1.035
C -3.067 -1.804 2.420
C -2.345 -1.697 1.106
C -3.108 -1.837 -0.018
C -5.221 -1.753 1.144
H 2.000 2.060 -2.042
H 5.644 3.745 -1.873
H 6.652 1.250 -0.969
H 4.825 -0.052 0.100
H -4.945 -1.742 3.179
H -1.245 -1.611 1.123
H -2.754 -1.895 -1.092
H -5.070 -1.986 -0.877
N 3.038 1.799 -1.885
N 4.732 0.566 -0.689
N -4.452 -1.856 2.310
N -4.491 -1.890 -0.024
O 3.722 4.015 -2.651
O 2.443 0.045 -0.600
O -2.573 -1.773 3.530
O -6.455 -1.655 1.110
*
```

No. 3
Below is an isolated ion of composition C8H8N5 and charge +1, with properties calculated with ωB97M-V/def2-TZVPD.

As for the lowest unoccupied orbital energy: -4.60 eV. As for the HOMO energy: -11.807 eV. For the HOMO-LUMO gap, the calculation gives 7.21 eV.

ORCA input file:
```
! RIJCOSX wB97M-V def2-TZVPD def2/J DEFGRID3
* xyz 1 1
C 2.251 0.038 0.734
C 1.419 -0.287 1.738
C 1.447 0.706 -0.392
C -2.255 0.203 2.035
C -2.824 -0.207 0.880
C 0.680 -0.255 -2.468
C 0.010 -0.007 1.515
C -0.883 -0.171 -0.623
N -0.978 -0.118 2.264
N 0.027 0.562 0.098
N -2.072 -0.547 -0.289
N -0.541 -0.429 -1.959
N 1.708 0.274 -1.757
H 3.303 0.026 0.523
H 1.671 -0.738 2.755
H 1.905 1.817 -0.383
H -2.969 0.554 2.794
H -3.979 -0.269 0.707
H 0.645 -0.574 -3.481
H -1.227 -0.604 -2.670
H 2.661 0.025 -2.021
*
```

No. 4
Below is C8H8N6O as an isolated structure, with properties calculated with ωB97M-V/def2-TZVPD.

As for the lowest unoccupied orbital energy: -0.14 eV. As for the HOMO energy: -9.827 eV. For the HOMO-LUMO gap, the calculation gives 9.69 eV.

ORCA input file:
```
! RIJCOSX wB97M-V def2-TZVPD def2/J DEFGRID3
* xyz 0 1
C 1.737 2.369 -0.251
C 1.280 1.268 0.384
C -0.561 0.839 -2.730
C -1.466 -1.980 -0.872
C -0.450 1.557 -1.527
C -0.234 -1.914 -0.227
C 0.132 0.401 2.610
C 0.701 -0.326 1.412
N 0.560 0.068 -2.840
N -2.246 -0.970 -0.341
N 1.384 0.296 -1.914
N -1.625 -0.376 0.538
N 0.795 1.248 -1.027
N -0.357 -0.931 0.699
O 1.719 -1.142 1.764
H -1.255 0.755 -3.414
H -1.922 -2.453 -1.767
H -1.138 2.275 -1.082
H 0.595 -2.641 -0.188
H 0.859 0.969 3.113
H -0.378 1.357 2.278
H -0.456 -0.159 3.306
H 2.324 -0.509 2.077
*
```

No. 5
Below is a 2-piece molecular cluster, C8H8NO4S overall, with properties calculated with ωB97M-V/def2-TZVPD.

As for the lowest unoccupied orbital energy: 3.33 eV. As for the HOMO energy: -5.010 eV. For the HOMO-LUMO gap, the calculation gives 8.34 eV.

ORCA input file:
```
! RIJCOSX wB97M-V def2-TZVPD def2/J DEFGRID3
* xyz -1 1
C -2.911 -0.264 -1.106
C -1.832 -0.697 -1.859
C -2.705 0.189 0.188
C -0.562 -0.677 -1.322
C -1.434 0.215 0.733
C -0.346 -0.221 -0.016
C 1.988 -1.347 0.123
C 1.033 -0.180 0.398
N 1.434 0.138 2.361
O 1.860 -2.451 0.621
O 3.062 1.543 0.427
O 2.887 -0.921 -0.666
O 0.926 2.295 -0.566
S 2.098 1.019 -0.531
H -3.908 -0.278 -1.527
H -1.981 -1.053 -2.870
H -3.549 0.533 0.773
H 0.284 -1.013 -1.905
H -1.262 0.568 1.739
H 1.759 -0.806 2.545
H 0.901 2.701 0.304
H 2.257 0.707 2.157
*
```

No. 6
Below is a 2-piece molecular cluster, C8H8NO5S overall, with properties calculated with ωB97M-V/def2-TZVPD.

As for the lowest unoccupied orbital energy: 3.09 eV. As for the HOMO energy: -4.802 eV. For the HOMO-LUMO gap, the calculation gives 7.89 eV.

ORCA input file:
```
! RIJCOSX wB97M-V def2-TZVPD def2/J DEFGRID3
* xyz -1 1
C 1.769 0.959 1.132
C 0.551 0.661 1.753
C 1.314 -0.568 -0.784
C 2.104 0.392 -0.102
C -0.165 -0.321 1.168
C 0.023 -0.881 -0.169
C 3.446 0.648 -0.566
C -3.211 0.337 -1.078
N -2.290 1.192 -1.224
O 4.234 1.520 -0.301
O -3.098 -1.675 0.229
O 3.883 -0.319 -1.425
O -3.407 0.431 1.626
O -0.816 -1.652 -0.859
S -3.953 -0.408 0.520
H 2.519 1.710 1.418
H 0.351 0.998 2.818
H 1.625 -1.159 -1.717
H -3.489 -0.117 -1.992
H -2.073 1.546 -0.264
H 3.452 -1.116 -1.499
H -1.068 -0.618 1.681
H -1.699 -1.558 -0.366
*
```

Max |F| list, top to bottom, in hartree/bohr: 0.11737; 0.08646; 0.06798; 0.13183; 0.08920; 0.08229
Energy above the lowest of the compared OMol25 structures with the same formula, charge and spin list, top to bottom, in kJ/mol: 272.5; 239.3; 0.0; 318.9; 129.1; 44.4